No. 1
A structure of composition C3H4LaO3 at a distorted geometry, computed with ωB97M-V/def2-TZVPD.

Cartesian coordinates (Å):
1 H 2.21453 -2.10924 0.68856
2 O -0.13253 2.20900 -0.41599
3 O 1.82123 -0.39111 1.69030
4 C 1.46616 -1.40978 1.10499
5 C -1.09425 0.10873 -1.37149
6 O -2.14451 1.02776 -1.09858
7 C -0.91203 1.11367 -0.24179
8 H 0.40683 -1.72299 1.18277
9 H -1.42313 -0.94016 -1.34018
10 H -0.48506 0.31205 -2.26652
11 La 0.28276 1.80209 2.06794

Cartesian forces (eV/Å) of the 6 atoms listed first:
-0.229 0.396 -0.193
0.136 -0.827 2.118
-0.382 -0.325 -0.730
-0.054 0.202 1.531
0.415 0.452 0.051
0.848 0.550 0.992

Properties
spin multiplicity = 2
LUMO energy (alpha / beta) = -1.04 / -0.99 eV
ΔE to the lowest compared entry with this formula, charge and spin = 103.95 kcal/mol
max |F| = 3.86 eV/Å

No. 2
A structure of composition C3H4Li2O3 at a distorted geometry, computed with ωB97M-V/def2-TZVPD.

Cartesian coordinates (Å):
1 O -1.26596 0.99126 0.74107
2 C -0.33105 1.48117 0.09096
3 C -0.31937 -1.16511 0.37389
4 O 0.55285 2.29494 0.59741
5 O 0.34767 0.67368 -0.74956
6 C -0.29934 -0.55390 -1.04189
7 H -0.30072 -2.25126 0.24803
8 H -0.98532 -1.15366 1.23637
9 H 0.22595 -1.14861 -1.79129
10 Li 1.61895 -0.32354 0.55307
11 Li 2.09417 1.57136 1.27383
12 H -1.33784 -0.41633 -1.53188

Cartesian forces (eV/Å) of the 6 atoms listed first:
-0.515 2.736 -2.413
1.022 -1.981 5.636
1.237 -3.681 -0.219
0.458 0.928 -0.148
0.949 0.600 -4.035
-3.313 -0.683 1.750

Properties
LUMO energy (alpha / beta) = -2.00 / -2.00 eV
ΔE to the lowest compared entry with this formula, charge and spin = 71.72 kcal/mol
max |F| = 6.06 eV/Å

| no. | molar mass (g/mol) |
| --- | --- |
| 1 | 226.968 |
| 2 | 101.944 |